C3H10I2N as an isolated structure at a distorted geometry. Source: the Open Molecules 2025 dataset; level of theory: ωB97M-V with the def2-TZVPD basis set.

```
16
Properties=species:S:1:pos:R:3
I -0.888 -1.637 -0.334
I -0.125 1.428 1.251
C -2.601 -0.248 1.745
C -1.134 -0.447 1.424
H -3.114 0.298 0.936
H -2.706 0.328 2.680
H -3.093 -1.226 1.877
H -0.590 -0.995 2.221
C 1.668 0.679 -2.110
N 1.897 -0.061 -0.829
H 0.634 1.062 -2.151
H 1.831 0.012 -2.973
H 2.362 1.533 -2.188
H 1.744 0.564 -0.012
H 1.245 -0.867 -0.750
H 2.871 -0.423 -0.785
```

Its highest occupied orbital energy is -13.406 eV. For the total energy, the calculation gives -20957.9426 eV. Its net charge is +1. The calculation puts the strongest force on any atom at 1.7 eV/A.

***

C4H5ClNO7PdS2 as an isolated structure. Source: the Open Molecules 2025 dataset; level of theory: ωB97M-V with the def2-TZVPD basis set.

```
21
Properties=species:S:1:pos:R:3
O 4.883 0.386 0.967
C 3.919 0.471 0.288
O 3.811 1.309 -0.752
C 2.768 -0.516 0.592
S 1.480 -0.809 -0.604
O 1.385 0.227 -1.593
O 1.504 -2.183 -0.986
N 0.132 -0.559 0.337
S -1.283 -1.177 -0.177
O -1.437 -1.164 -1.592
O -1.460 -2.375 0.584
C -2.324 0.127 0.497
C -3.676 0.078 -0.181
O -4.199 -0.738 -0.817
Cl -4.571 1.679 0.200
H 3.010 1.847 -0.738
H 2.304 -0.220 1.534
H 3.227 -1.493 0.747
H -2.446 -0.019 1.572
H -1.860 1.093 0.306
Pd -5.167 4.036 -0.183
```

Its highest occupied orbital energy is -12.460 eV. For the total energy, the calculation gives -57708.0329 eV. Its net charge is +1. The calculation puts the strongest force on any atom at 0.7 eV/A.

***

C12H25FeN3O3S2 as an isolated structure. Source: the Open Molecules 2025 dataset; level of theory: ωB97M-V with the def2-TZVPD basis set.

```
46
Properties=species:S:1:pos:R:3
Fe 0.749 0.001 0.457
C -3.620 1.700 0.372
C -2.140 1.443 0.460
S -1.639 -0.169 0.314
C -1.272 2.537 0.661
C -1.861 3.917 0.780
S 0.411 2.410 0.764
H -4.154 0.792 0.108
H -3.840 2.467 -0.372
H -4.009 2.061 1.328
H -2.706 3.942 1.468
H -2.231 4.249 -0.195
H -1.109 4.628 1.110
C 4.382 -1.094 -0.347
N 3.933 -0.855 -1.710
C 4.816 -1.290 -2.781
C 2.784 -0.256 -1.974
O 1.984 0.163 -1.128
H 5.285 -0.516 -0.148
H 4.610 -2.153 -0.223
H 3.603 -0.807 0.352
H 5.796 -0.828 -2.663
H 4.403 -0.997 -3.743
H 4.931 -2.374 -2.757
H 2.571 -0.128 -3.039
C -0.501 0.551 3.930
N 0.854 1.079 4.069
C 1.085 2.151 5.028
C 1.804 0.669 3.263
O 1.644 -0.186 2.362
H -1.078 0.854 4.799
H -0.474 -0.535 3.872
H -0.967 0.939 3.024
H 0.506 3.030 4.747
H 2.141 2.411 5.040
H 0.788 1.825 6.024
H 2.787 1.118 3.431
C 0.912 -4.494 0.182
C 1.094 -3.164 0.850
N 1.361 -3.149 2.160
O 0.980 -2.118 0.199
H 1.256 -5.326 0.793
H 1.439 -4.488 -0.769
H -0.149 -4.624 -0.032
H 1.457 -3.999 2.686
H 1.494 -2.253 2.609
```

As for the expectation value of S²: 8.77. Its highest occupied orbital energy (spin up / spin down) is -9.801 / -11.287 eV. For the total energy, the calculation gives -79517.4052 eV. Its net charge is +1. The calculation puts the energy above the lowest of the compared OMol25 structures with the same formula, charge and spin at 0.0 kcal per mole. As for the spin multiplicity: 6. The calculation puts the strongest force on any atom at 0.2 eV/A.

***

C2H4Li2O as an isolated structure at a distorted geometry. Source: the Open Molecules 2025 dataset; level of theory: ωB97M-V with the def2-TZVPD basis set.

```
9
Properties=species:S:1:pos:R:3
O -1.138 0.101 -0.190
Li -0.275 -0.910 0.917
Li -2.195 1.339 0.272
C 1.117 0.357 -0.663
C 1.917 -0.593 -0.028
H 1.160 1.381 -0.272
H 0.811 0.164 -1.700
H 2.580 -0.264 0.781
H 2.155 -1.520 -0.562
```

Its highest occupied orbital energy (spin up / spin down) is -6.589 / -6.590 eV. For the total energy, the calculation gives -4594.8088 eV. Its net charge is 0. The calculation puts the energy above the lowest of the compared OMol25 structures with the same formula, charge and spin at 5.3 kcal per mole. The calculation puts the strongest force on any atom at 2.1 eV/A.

***

An isolated molecule of C8H9IO2S at a distorted geometry. Source: the Open Molecules 2025 dataset; level of theory: ωB97M-V with the def2-TZVPD basis set.

```
21
Properties=species:S:1:pos:R:3
C 1.513 -1.372 1.291
C 1.071 -2.464 0.441
C 0.841 -0.232 1.494
C -0.096 -2.337 -0.198
C -0.498 0.016 0.833
C -1.027 -1.255 0.258
C -0.218 3.129 -1.161
C -2.318 -1.521 -0.007
O -0.056 2.876 1.419
O -0.351 0.920 -0.214
S 0.546 2.274 0.215
I -3.854 0.017 0.105
H 2.516 -1.635 1.631
H 1.816 -3.252 0.279
H 1.397 0.417 2.141
H -0.349 -3.127 -0.851
H -1.301 0.268 1.650
H -1.036 2.674 -1.550
H -0.475 4.228 -0.932
H 0.426 3.116 -2.117
H -2.836 -2.348 -0.390
```

Its highest occupied orbital energy is -8.528 eV. For the total energy, the calculation gives -31469.1003 eV. Its net charge is 0. The calculation puts the energy above the lowest of the compared OMol25 structures with the same formula, charge and spin at 48.5 kcal per mole. The calculation puts the strongest force on any atom at 4.7 eV/A.

***

A 6-piece molecular cluster, C45H100BF4N5 overall at a distorted geometry. Source: the Open Molecules 2025 dataset; level of theory: ωB97M-V with the def2-TZVPD basis set.

```
155
Properties=species:S:1:pos:R:3
C 17.083 -29.163 -22.789
C 16.169 -27.934 -22.851
C 16.131 -27.269 -21.492
N 15.516 -25.887 -21.576
C 15.458 -25.244 -20.169
C 14.691 -23.951 -19.990
C 13.336 -23.934 -20.703
C 13.390 -24.520 -22.114
C 14.093 -25.846 -22.122
C 16.424 -24.911 -22.310
H 16.668 -29.889 -23.488
H 17.012 -29.684 -21.832
H 18.125 -28.922 -22.976
H 15.141 -28.246 -23.059
H 16.337 -27.292 -23.715
H 17.093 -27.150 -20.991
H 15.486 -27.787 -20.780
H 14.932 -26.021 -19.596
H 16.414 -25.277 -19.647
H 14.737 -23.601 -18.961
H 15.276 -23.205 -20.547
H 12.580 -24.482 -20.133
H 13.014 -22.896 -20.647
H 12.357 -24.625 -22.439
H 13.899 -23.774 -22.729
H 13.620 -26.533 -21.412
H 13.933 -26.316 -23.091
H 17.347 -24.798 -21.753
H 15.904 -23.960 -22.278
H 16.484 -25.226 -23.346
C 5.889 -17.326 -14.433
C 6.881 -17.459 -13.242
C 7.921 -18.582 -13.373
N 9.073 -18.469 -12.392
C 9.878 -19.749 -12.500
C 10.612 -19.808 -13.860
C 11.543 -18.612 -13.979
C 10.752 -17.272 -13.837
C 9.916 -17.225 -12.579
C 8.602 -18.461 -10.933
H 6.422 -16.797 -15.219
H 5.041 -16.767 -14.044
H 5.489 -18.297 -14.719
H 6.268 -17.619 -12.351
H 7.359 -16.500 -13.042
H 8.289 -18.568 -14.396
H 7.506 -19.564 -13.149
H 9.244 -20.572 -12.181
H 10.685 -19.693 -11.764
H 9.912 -19.987 -14.675
H 11.292 -20.664 -13.876
H 12.096 -18.697 -14.913
H 12.281 -18.668 -13.174
H 10.322 -17.026 -14.814
H 11.502 -16.476 -13.895
H 9.222 -16.388 -12.549
H 10.583 -17.024 -11.740
H 9.492 -18.449 -10.318
H 7.871 -19.255 -10.799
H 8.001 -17.557 -10.838
C 16.074 -19.289 -11.600
C 16.207 -18.312 -12.783
C 16.370 -19.031 -14.144
N 16.960 -18.118 -15.221
C 18.391 -18.461 -15.566
C 18.633 -19.790 -16.261
C 17.758 -19.880 -17.523
C 16.281 -19.632 -17.213
C 16.166 -18.274 -16.527
C 16.789 -16.626 -14.942
H 16.901 -20.001 -11.539
H 15.124 -19.807 -11.724
H 16.190 -18.764 -10.653
H 17.111 -17.721 -12.646
H 15.308 -17.703 -12.693
H 15.393 -19.317 -14.530
H 17.055 -19.870 -14.081
H 18.917 -18.527 -14.609
H 18.852 -17.641 -16.114
H 18.412 -20.638 -15.613
H 19.692 -19.814 -16.509
H 17.815 -20.851 -18.020
H 18.113 -19.227 -18.326
H 15.906 -20.420 -16.553
H 15.626 -19.779 -18.071
H 15.177 -17.888 -16.268
H 16.550 -17.476 -17.166
H 15.769 -16.412 -14.648
H 17.123 -16.124 -15.844
H 17.477 -16.357 -14.145
C 7.700 -26.603 -8.646
C 8.413 -25.339 -9.130
C 9.881 -25.646 -9.523
N 10.647 -24.526 -10.177
C 9.924 -24.073 -11.419
C 10.748 -23.141 -12.258
C 12.010 -23.849 -12.837
C 12.766 -24.293 -11.607
C 11.996 -25.133 -10.560
C 10.926 -23.466 -9.132
H 7.414 -27.234 -9.497
H 6.706 -26.512 -8.212
H 8.375 -27.199 -8.034
H 8.463 -24.648 -8.285
H 7.928 -24.879 -9.989
H 9.814 -26.517 -10.178
H 10.428 -25.992 -8.646
H 9.715 -24.966 -12.009
H 9.046 -23.524 -11.084
H 10.209 -22.593 -13.028
H 11.127 -22.386 -11.556
H 11.688 -24.632 -13.522
H 12.596 -23.108 -13.379
H 13.689 -24.836 -11.829
H 13.194 -23.427 -11.092
H 11.807 -26.159 -10.873
H 12.626 -25.253 -9.680
H 11.311 -24.001 -8.268
H 10.023 -22.950 -8.815
H 11.669 -22.778 -9.521
C 11.017 -20.984 -21.295
C 11.489 -19.614 -20.837
C 10.989 -19.246 -19.409
N 11.542 -17.929 -18.869
C 11.353 -16.821 -19.903
C 9.888 -16.513 -20.139
C 9.154 -16.107 -18.849
C 9.294 -17.219 -17.802
C 10.786 -17.509 -17.609
C 13.013 -17.893 -18.612
H 9.958 -21.051 -21.553
H 11.268 -21.787 -20.608
H 11.436 -21.156 -22.290
H 11.218 -18.866 -21.587
H 12.574 -19.499 -20.913
H 11.402 -19.993 -18.725
H 9.915 -19.279 -19.257
H 11.941 -17.052 -20.792
H 11.867 -15.910 -19.588
H 9.269 -17.254 -20.646
H 9.848 -15.628 -20.778
H 8.141 -16.037 -19.243
H 9.505 -15.156 -18.450
H 8.712 -18.105 -18.064
H 8.842 -16.961 -16.842
H 10.960 -18.276 -16.851
H 11.333 -16.643 -17.232
H 13.597 -18.157 -19.492
H 13.399 -18.472 -17.772
H 13.370 -16.890 -18.370
B 13.374 -21.610 -16.174
F 12.120 -22.194 -15.959
F 13.256 -20.207 -16.173
F 14.277 -22.001 -15.164
F 13.860 -22.008 -17.429
```

Its highest occupied orbital energy is -18.438 eV. For the total energy, the calculation gives -67256.8255 eV. Its net charge is +4. The calculation puts the energy above the lowest of the compared OMol25 structures with the same formula, charge and spin at 53.5 kcal per mole. The calculation puts the strongest force on any atom at 3.3 eV/A.

***

A 2-piece molecular cluster, C5H10O3 overall at a distorted geometry. Source: the Open Molecules 2025 dataset; level of theory: ωB97M-V with the def2-TZVPD basis set.

```
18
Properties=species:S:1:pos:R:3
C 0.780 -1.165 0.169
C 1.874 -0.469 -0.618
C -0.700 -0.785 -0.349
O -1.606 -1.525 0.362
O -0.875 -0.533 -1.542
H -2.294 -1.780 -0.281
H 0.910 -1.045 1.249
H 0.816 -2.240 -0.032
H 1.947 0.595 -0.373
H 2.845 -0.927 -0.409
H 1.687 -0.545 -1.693
C -1.152 1.498 0.328
C -0.370 1.339 1.427
O -0.651 2.108 -0.793
H -0.867 1.515 -1.545
H -2.230 1.390 0.349
H 0.674 1.629 1.410
H -0.788 0.939 2.342
```

Its highest occupied orbital energy is -9.385 eV. For the total energy, the calculation gives -11488.4052 eV. Its net charge is 0. The calculation puts the energy above the lowest of the compared OMol25 structures with the same formula, charge and spin at 41.1 kcal per mole. The calculation puts the strongest force on any atom at 4.4 eV/A.

***

An isolated molecule of C4H3NO2S at a distorted geometry. Source: the Open Molecules 2025 dataset; level of theory: ωB97M-V with the def2-TZVPD basis set.

```
11
Properties=species:S:1:pos:R:3
C -0.792 -0.412 -2.019
C 0.196 0.344 -0.086
C 1.359 0.125 0.568
C -0.190 0.217 2.036
H -0.730 -1.339 -1.486
H 2.374 0.202 0.189
H -0.821 -0.015 2.878
N 1.065 0.050 1.921
O -0.195 0.571 -1.356
O -0.801 0.416 0.829
S -1.466 -0.159 -3.474
```

Its highest occupied orbital energy is -9.388 eV. For the total energy, the calculation gives -20615.0996 eV. Its net charge is 0. The calculation puts the energy above the lowest of the compared OMol25 structures with the same formula, charge and spin at 45.1 kcal per mole. The calculation puts the strongest force on any atom at 1.8 eV/A.